C32H34FI3NO15 | ωB97M-V with the def2-TZVPD basis set

Results
HOMO-LUMO gap   7.14 eV
2S+1   1
HOMO energy   -11.96 eV
Net charge   +1

Each line ends with the Mulliken charge.
Element x y z (Å)
C (-1.5822, -2.2375, -3.7892)  -1.00
C (-2.7804, -2.1766, -4.7864)  0.50
I (-2.8303, -3.5316, -6.4731)  0.16
C (-3.8277, -1.2878, -4.6525)  -1.55
I (-5.4642, -1.2546, -6.0725)  0.25
C (-3.7662, -0.3028, -3.4594)  0.28
C (-3.5492, 1.1078, -3.7838)  0.94
F (-3.4387, 1.5030, -5.0693)  -0.33
C (-3.4938, 2.0546, -2.6752)  0.22
C (-3.3069, 3.5681, -3.0179)  -0.06
O (-2.2376, 4.0571, -3.2137)  -0.48
O (-4.4327, 4.3685, -3.0566)  -0.30
C (-5.6751, 3.6341, -2.9959)  0.25
C (-6.8946, 4.6408, -3.1863)  -0.77
O (-7.0855, 5.4330, -2.0076)  -0.51
C (-3.6431, 1.6182, -1.2689)  0.26
C (-3.6080, 2.6582, -0.1157)  -0.88
C (-2.1672, 3.1681, 0.2606)  0.15
O (-1.9339, 4.3233, 0.0616)  -0.43
I (-0.6137, 1.9670, 1.1411)  0.12
C (-3.8554, 0.1766, -1.0694)  -0.24
N (-3.9155, -0.6982, -2.1364)  0.86
O (-4.1516, -2.0337, -1.9496)  -0.33
C (-5.5770, -2.2299, -2.1129)  0.41
O (-6.3450, -1.3150, -2.1184)  -0.38
C (-6.1815, -3.6590, -2.2978)  0.50
C (-6.1047, -4.3774, -3.5719)  -0.05
C (-6.7585, -5.6984, -3.6117)  -0.50
C (-7.4513, -6.2696, -2.4433)  -0.42
C (-7.4844, -5.5460, -1.1674)  -0.56
C (-6.8376, -4.2224, -1.1027)  -0.32
H (-1.3753, -1.2636, -3.2768)  0.27
H (-1.8651, -2.9973, -2.9997)  0.26
H (-0.6679, -2.6661, -4.2865)  0.43
H (-5.8588, 3.1525, -1.9889)  0.09
H (-5.7911, 2.8802, -3.8326)  0.18
H (-7.8012, 3.9667, -3.2679)  0.37
H (-6.7632, 5.2329, -4.1252)  0.36
H (-7.8093, 5.0191, -1.5043)  0.32
H (-4.1608, 2.2838, 0.7952)  0.60
H (-4.2081, 3.5495, -0.4682)  0.25
H (-3.9914, -0.1574, -0.0121)  0.49
H (-5.5875, -3.9439, -4.4666)  0.15
H (-6.7541, -6.2884, -4.5634)  0.35
H (-7.9431, -7.2653, -2.5821)  0.35
H (-7.9793, -5.9614, -0.2594)  0.36
H (-6.8830, -3.6425, -0.1460)  0.35
C (4.2459, 4.5937, 2.0452)  -1.50
C (4.0004, 3.2506, 2.6922)  0.51
C (5.1750, 2.3202, 2.6062)  -0.36
O (4.5431, 1.0372, 2.6533)  -0.35
C (3.3086, 1.1955, 2.1170)  0.59
O (2.5941, 0.2897, 1.7949)  -0.50
O (2.9908, 2.5140, 1.9873)  -0.28
H (3.3344, 5.1946, 2.0549)  0.39
H (5.0331, 5.1407, 2.5658)  0.39
H (4.5330, 4.4760, 0.9981)  0.35
H (3.6616, 3.3840, 3.7252)  0.25
H (5.8703, 2.4449, 3.4342)  0.39
H (5.7222, 2.4000, 1.6666)  0.17
C (2.4637, -1.9991, 3.3155)  -1.33
C (2.6055, -2.8070, 4.5848)  0.67
C (4.0209, -3.2117, 4.8876)  -0.50
O (3.8363, -4.4033, 5.6500)  -0.34
C (2.6668, -4.9574, 5.2257)  0.62
O (2.3119, -6.0637, 5.4814)  -0.53
O (1.9577, -4.0781, 4.4622)  -0.37
H (1.4109, -1.8121, 3.0976)  0.34
H (2.9779, -1.0479, 3.3991)  0.21
H (2.8684, -2.5430, 2.4591)  0.32
H (2.1483, -2.2748, 5.4259)  0.25
H (4.5591, -2.4587, 5.4628)  0.30
H (4.5999, -3.4605, 3.9934)  0.34
C (11.5240, 0.5502, 2.3095)  -1.47
C (10.2624, 1.2852, 2.6988)  0.50
C (9.0575, 0.3948, 2.8177)  -0.57
O (7.9876, 1.2992, 2.5382)  -0.20
C (8.4991, 2.2544, 1.7102)  0.64
O (7.8423, 3.0393, 1.0984)  -0.51
O (9.8555, 2.1916, 1.6675)  -0.37
H (12.3420, 1.2546, 2.1494)  0.36
H (11.8182, -0.1599, 3.0840)  0.38
H (11.3873, 0.0098, 1.3701)  0.36
H (10.4285, 1.8655, 3.6122)  0.25
H (8.9532, -0.0397, 3.8114)  0.33
H (9.0350, -0.4059, 2.0733)  0.30

C32H34N4O4PtSe | ωB97M-V with the def2-TZVPD basis set

Results
ΔE to the lowest compared entry with this formula, charge and spin   25.26 kcal/mol
HOMO-LUMO gap (alpha / beta)   4.05 / 4.30 eV
2S+1   1
HOMO energy (alpha / beta)   -12.08 / -12.19 eV
Net charge   +2

Each line ends with the Mulliken charge.
Element x y z (Å)
Pt (0.5878, -0.2677, 0.4306)  1.74
C (-2.7961, 0.8269, -1.2769)  -1.25
O (-1.5161, 1.1822, -0.7318)  -0.24
C (-1.0950, 2.4349, -0.8479)  0.90
C (-1.8543, 3.4299, -1.4389)  -0.70
C (-1.3838, 4.7294, -1.4857)  -0.73
C (-0.1628, 5.0698, -0.8959)  -0.97
C (0.5995, 4.0975, -0.3101)  -0.36
C (0.1807, 2.7461, -0.3029)  0.45
N (1.0005, 1.7685, 0.2609)  -0.71
N (2.1536, 2.2312, 0.6548)  0.36
C (2.7873, 1.7849, 1.7041)  -0.35
C (2.2500, 0.6940, 2.5572)  1.00
O (1.1282, 0.1653, 2.3353)  -0.75
C (3.0247, 0.2514, 3.6620)  -0.70
C (4.2103, 0.8322, 3.9443)  -0.92
C (4.7606, 1.9302, 3.1792)  1.05
C (5.9645, 2.5268, 3.5566)  -0.93
C (6.4598, 3.6109, 2.8591)  -0.76
C (5.7512, 4.1135, 1.7688)  -0.82
C (4.5562, 3.5313, 1.3816)  -0.44
C (4.0581, 2.4227, 2.0679)  0.88
H (-3.5910, 1.3894, -0.7943)  0.50
H (-2.9230, -0.2285, -1.0662)  0.27
H (-2.8169, 0.9955, -2.3504)  0.46
H (-2.8253, 3.1992, -1.8542)  0.48
H (-1.9840, 5.4914, -1.9695)  0.41
H (0.1803, 6.0955, -0.9062)  0.43
H (1.5438, 4.3446, 0.1529)  0.46
H (2.6122, -0.5383, 4.2794)  0.50
H (4.7776, 0.4742, 4.7978)  0.45
H (6.4960, 2.1413, 4.4230)  0.46
H (7.3866, 4.0823, 3.1684)  0.47
H (6.1320, 4.9746, 1.2254)  0.45
H (3.9898, 3.9325, 0.5476)  0.34
N (-0.4300, -2.7310, 1.9059)  -0.25
C (0.0025, -1.9962, 1.1402)  0.32
H (-0.8619, -3.4718, 2.4319)  0.30
O (-1.0011, -2.9384, -1.2501)  -0.83
C (-0.5375, -2.0401, -1.9859)  0.57
O (-0.0574, -0.9050, -1.6934)  -0.90
C (-0.5011, -2.3445, -3.4924)  -0.34
N (-1.2221, -3.6601, -3.6997)  0.06
C (-0.3351, -4.5849, -4.5076)  -0.64
C (0.7135, -3.6567, -5.1053)  -0.71
C (0.9128, -2.5961, -4.0159)  -0.61
H (-0.9992, -1.5513, -4.0410)  0.32
H (-2.1269, -3.5354, -4.1365)  0.39
H (-1.3741, -3.9625, -2.7275)  0.36
H (-0.9241, -5.1140, -5.2484)  0.38
H (0.1091, -5.3105, -3.8324)  0.29
H (0.3352, -3.1936, -6.0184)  0.34
H (1.6297, -4.1882, -5.3508)  0.39
H (1.3614, -1.6824, -4.3926)  0.34
H (1.5494, -2.9810, -3.2148)  0.28
C (8.3126, 0.2410, 1.1190)  -1.76
C (6.9029, 0.1677, 0.6013)  0.54
C (6.0343, -0.8354, 1.0303)  -0.95
C (4.7604, -0.9736, 0.5135)  0.77
C (3.9109, -2.1205, 0.9967)  -1.45
C (4.3292, -0.0495, -0.4977)  0.81
Se (2.7350, -0.3170, -1.4094)  0.40
C (5.1934, 1.0248, -0.9013)  0.73
C (4.7771, 2.0744, -1.9062)  -2.01
C (6.4534, 1.0952, -0.3435)  -0.64
H (8.4478, -0.3565, 2.0231)  0.40
H (8.6063, 1.2743, 1.3242)  0.39
H (9.0030, -0.1413, 0.3600)  0.41
H (6.3822, -1.5483, 1.7759)  0.38
H (4.3261, -2.5437, 1.9152)  0.39
H (3.8765, -2.9142, 0.2470)  0.38
H (2.8911, -1.8156, 1.1848)  0.04
H (3.8066, 2.4970, -1.6490)  0.33
H (4.6894, 1.6473, -2.9038)  0.48
H (5.5138, 2.8789, -1.9478)  0.42
H (7.1230, 1.8941, -0.6570)  0.43

C32H34N6O2Pb | ωB97M-V with the def2-TZVPD basis set

Results
ΔE to the lowest compared entry with this formula, charge and spin   2.44 kcal/mol
HOMO-LUMO gap   6.20 eV
2S+1   1
HOMO energy   -12.78 eV
Net charge   +2

Each line ends with the Mulliken charge.
Element x y z (Å)
Pb (0.9147, 1.5186, 1.2376)  1.46
C (3.7937, 1.7913, -0.4200)  -1.22
N (2.5282, 2.4087, -0.8338)  0.56
C (2.6576, 3.8669, -0.8291)  -0.56
C (2.5511, 4.4844, 0.5626)  -1.09
C (1.1688, 4.9246, 0.9936)  -0.89
N (0.2116, 3.8151, 1.2190)  -0.05
C (-1.0107, 4.1985, 1.3803)  -0.18
C (-2.1760, 3.4476, 1.7369)  0.53
C (-3.3860, 4.1743, 1.7773)  -0.73
C (-4.5536, 3.6060, 2.2120)  -0.82
C (-4.5247, 2.2815, 2.6619)  -0.48
C (-3.3619, 1.5454, 2.6349)  -0.49
C (-2.1619, 2.0948, 2.1495)  0.65
O (-1.0834, 1.3376, 2.1165)  -1.00
C (2.2157, 1.8938, -2.1730)  -1.03
C (0.8711, 2.2614, -2.7911)  -0.94
C (-0.3503, 2.1066, -1.8932)  -0.60
N (-0.2860, 0.8245, -1.1822)  0.66
C (-0.7872, -0.1676, -1.7743)  -2.17
C (-0.7310, -1.6031, -1.2226)  2.91
C (-1.2070, -2.5273, -2.3088)  -1.35
C (-0.3547, -3.2140, -3.0653)  -0.63
C (1.0848, -3.1309, -2.8372)  -0.45
C (1.6071, -2.4697, -1.7942)  -1.28
C (0.7391, -1.8082, -0.8297)  0.84
O (1.1405, -1.3728, 0.2344)  -0.74
H (4.6021, 2.0417, -1.1164)  0.43
H (3.6851, 0.7063, -0.3914)  0.28
H (4.0866, 2.1321, 0.5734)  0.38
H (1.8817, 4.2811, -1.4754)  0.31
H (3.6194, 4.1529, -1.2728)  0.44
H (3.1799, 5.3761, 0.5693)  0.43
H (2.9825, 3.8280, 1.3273)  0.18
H (0.7660, 5.6222, 0.2527)  0.51
H (1.2527, 5.4707, 1.9356)  0.49
H (-1.2080, 5.2675, 1.2551)  0.32
H (-3.3745, 5.2138, 1.4699)  0.37
H (-5.4691, 4.1785, 2.2416)  0.43
H (-5.4292, 1.8297, 3.0488)  0.41
H (-3.3351, 0.5328, 3.0136)  0.53
H (2.2763, 0.8063, -2.0917)  0.44
H (3.0041, 2.2007, -2.8734)  0.36
H (0.7513, 1.6074, -3.6582)  0.42
H (0.8722, 3.2818, -3.1783)  0.50
H (-1.2576, 2.1784, -2.4993)  0.51
H (-0.3928, 2.8977, -1.1438)  -0.03
H (-1.2779, -0.0573, -2.7477)  0.52
H (-2.2746, -2.5633, -2.4937)  0.50
H (-0.7152, -3.8402, -3.8700)  0.52
H (1.7398, -3.6506, -3.5258)  0.52
H (2.6686, -2.4570, -1.5861)  0.67
C (-4.0879, -1.9989, -0.3881)  -0.72
C (-3.0340, -1.1861, -0.3361)  -0.81
C (-1.6564, -1.6542, 0.0315)  0.66
C (-1.6920, -3.0423, 0.6426)  0.11
C (-2.8167, -3.9310, 0.4284)  -1.04
C (-3.9540, -3.4094, -0.0566)  -0.53
N (-0.6948, -3.4443, 1.3093)  1.15
N (0.0577, -3.7156, 2.1970)  -1.13
C (1.2476, -4.4415, 1.8688)  0.60
C (2.0715, -4.7571, 2.9299)  -0.32
C (3.2139, -5.4947, 2.6358)  -0.38
C (3.4431, -5.8558, 1.3228)  -0.54
C (2.5326, -5.4663, 0.3355)  -0.33
N (1.4430, -4.7657, 0.5987)  -0.27
H (-5.0618, -1.6223, -0.6678)  0.48
H (-3.1343, -0.1349, -0.5748)  0.54
H (-1.2099, -0.9791, 0.7653)  0.46
H (-2.7247, -4.9689, 0.7133)  0.56
H (-4.8135, -4.0557, -0.1821)  0.47
H (1.8194, -4.4429, 3.9326)  0.47
H (3.9009, -5.7805, 3.4200)  0.44
H (4.3120, -6.4377, 1.0489)  0.40
H (2.6944, -5.7404, -0.7003)  0.44